A 2-piece molecular cluster, C6H12O overall at a distorted geometry, computed with ωB97M-V/def2-TZVPD.

Geometry as ORCA input:
```
! wB97M-V def2-TZVPD RIJCOSX def2/J DEFGRID3
* xyz -1 2
C -0.265 -0.924 -1.709
C 0.426 0.180 -1.003
C 1.140 1.116 -1.630
C 0.984 0.578 2.803
C 1.178 0.363 1.313
C 0.173 0.313 0.441
H -0.857 -1.540 -1.044
H -0.940 -0.696 -2.539
H 0.483 -1.538 -2.223
H 1.363 1.044 -2.699
H 1.601 2.003 -1.233
H 1.230 1.625 3.014
H 1.615 -0.086 3.392
H -0.066 0.476 3.076
H 2.208 0.333 0.983
H -0.896 0.236 0.607
H -3.187 -0.389 -0.357
H -3.135 -1.758 -1.040
O -3.055 -1.336 -0.153
*
```

DFT total energy   -8461.5204 eV
Kohn-Sham gap (alpha / beta)   2.60 / 9.11 eV
⟨S²⟩   0.750
HOMO (alpha / beta)   1.004 / -5.569 eV
Max |F|   1.43 eV/A